a.
Below is a structure of composition C4H3NS, with properties calculated with wB97M-V/def2-TZVPD.

Values from the calculation:
charge	0
orbital gap	8.732	eV
HOMO	-0.3576	hartree

Geometry (Å):
C: 1.437 0.578 1.408
C: 1.561 -0.321 2.333
C: -0.038 0.079 0.134
C: -0.816 -0.075 -1.144
N: 0.821 1.053 0.291
S: 0.073 -1.144 1.457
H: -1.230 -1.125 -1.477
H: -0.220 0.276 -1.920
H: -1.587 0.678 -1.083

***

b.
Below is a structure of composition C4H3NS, with properties calculated with wB97M-V/def2-TZVPD.

Values from the calculation:
charge	0
orbital gap	8.612	eV
HOMO	-0.3695	hartree

Geometry (Å):
C: -0.887 -1.789 -0.504
C: -1.837 -2.364 0.124
C: 0.063 -0.102 0.010
C: 0.773 1.252 0.065
N: 0.020 -0.919 -1.007
S: -0.984 -0.657 1.369
H: 0.091 2.067 0.070
H: 1.192 1.268 -0.890
H: 1.568 1.245 0.763

***

The data favor a; the next most stable structure lies 9.9 kcal/mol above it.

***

a.
Below is the molecule C6H7I, with properties calculated with wB97M-V/def2-TZVPD.

Values from the calculation:
charge	0
orbital gap	8.953	eV
HOMO	-0.3021	hartree

Geometry (Å):
C: 0.035 1.117 1.050
C: 0.295 0.196 -0.085
C: 0.355 0.183 -1.567
C: -0.233 -0.942 -0.778
C: -0.167 -2.078 0.257
C: 0.970 -1.143 0.214
I: 2.848 -1.737 -0.505
H: -0.717 1.860 0.647
H: 0.958 1.660 1.269
H: -0.412 0.708 1.952
H: 1.357 0.032 -2.083
H: -0.237 0.657 -2.315
H: -0.807 -1.900 1.119
H: -0.110 -3.212 0.092

***

b.
Below is the molecule C6H7I, with properties calculated with wB97M-V/def2-TZVPD.

Values from the calculation:
charge	0
orbital gap	8.764	eV
HOMO	-0.3499	hartree

Geometry (Å):
C: -0.057 1.055 -0.673
C: -0.195 1.422 -1.900
C: 0.676 1.389 0.578
C: 0.306 0.019 1.122
C: -0.555 -0.249 -0.044
C: -0.153 -1.379 -0.894
I: -2.684 -0.252 0.331
H: 1.828 1.605 0.719
H: 0.057 2.305 1.052
H: 1.168 -0.670 1.149
H: -0.295 -0.175 2.065
H: 0.180 -2.314 -0.371
H: 0.649 -1.040 -1.565
H: -0.925 -1.718 -1.569

***

The data favor a; the next most stable structure lies 5.5 kcal/mol above it.

***

a.
Below is the molecule C3H3FS, with properties calculated with wB97M-V/def2-TZVPD.

Values from the calculation:
charge	0
orbital gap	8.017	eV
HOMO	-0.3373	hartree

Geometry (Å):
C: -0.135 -1.080 1.569
C: -0.498 -0.740 0.301
F: -0.888 -1.763 -0.448
C: -0.294 0.506 -0.521
S: 0.890 1.615 -0.417
H: 0.583 -0.456 2.227
H: -0.461 -2.009 1.878
H: -0.809 0.372 -1.489

***

b.
Below is the molecule C3H3FS, with properties calculated with wB97M-V/def2-TZVPD.

Values from the calculation:
charge	0
orbital gap	8.163	eV
HOMO	-0.3330	hartree

Geometry (Å):
C: 1.223 -0.271 0.078
C: 0.214 0.521 0.021
F: 0.321 1.870 -0.061
C: -1.155 -0.202 -0.078
S: -2.606 0.574 0.056
H: 2.094 -0.002 0.576
H: 0.982 -1.173 -0.407
H: -1.073 -1.316 -0.186

***

The data favor a; the next most stable structure lies 7.4 kcal/mol above it.

***

a.
Below is a cluster of 2 separate species, C2H2N2O2S in total, with properties calculated with wB97M-V/def2-TZVPD.

Values from the calculation:
charge	0
orbital gap (alpha / beta)	6.346 / 7.775	eV
HOMO (alpha / beta)	-0.3109 / -0.3577	hartree

Geometry (Å):
C: 0.764 0.399 -0.296
C: -0.609 0.422 0.385
N: 0.510 0.918 -1.507
N: -0.667 1.371 -1.642
O: 1.343 -2.384 1.471
O: -1.398 1.195 -0.402
S: 1.797 -2.027 0.146
H: -1.162 -0.591 0.412
H: -0.577 0.697 1.433

***

b.
Below is the molecule C2H2N2O2S, with properties calculated with wB97M-V/def2-TZVPD.

Values from the calculation:
charge	0
orbital gap	10.621	eV
HOMO	-0.3753	hartree

Geometry (Å):
O: 1.592 -1.744 1.109
C: 0.890 -0.916 0.652
N: 1.175 0.424 0.280
C: 0.083 0.770 -0.297
S: -0.132 2.343 -1.088
O: -0.913 -0.111 -0.353
N: -0.450 -1.136 0.430
H: -1.433 2.421 -0.924
H: -0.811 -2.050 0.191

***

The data favor b; the next most stable structure lies 139.5 kcal/mol above it.

***

a.
Below is a structure of composition Cl2H3N2P, with properties calculated with wB97M-V/def2-TZVPD.

Values from the calculation:
charge	0
orbital gap (alpha / beta)	9.168 / 9.167	eV
HOMO (alpha / beta)	-0.3494 / -0.3494	hartree

Geometry (Å):
N: 1.650 0.264 -2.044
N: 0.202 -0.211 0.024
P: 2.294 0.097 -0.728
Cl: 2.775 -1.448 0.369
Cl: 2.681 1.457 0.700
H: -0.361 0.314 -0.690
H: 0.018 -1.191 -0.111
H: -0.273 -0.058 0.860

***

b.
Below is the molecule Cl2H3N2P, with properties calculated with wB97M-V/def2-TZVPD.

Values from the calculation:
charge	0
orbital gap	9.038	eV
HOMO	-0.3325	hartree

Geometry (Å):
N: -0.791 1.852 0.882
N: -0.208 -1.005 0.269
P: -0.048 1.010 -0.124
Cl: -0.151 0.764 -2.121
Cl: 1.981 0.794 0.030
H: -0.716 -0.806 1.128
H: -0.798 -1.489 -0.393
H: 0.730 -1.121 0.329

***

The data favor b; the next most stable structure lies 6.8 kcal/mol above it.

***

a.
Below is the molecule Cl2H3N2P, with properties calculated with wB97M-V/def2-TZVPD.

Values from the calculation:
charge	0
orbital gap	10.590	eV
HOMO	-0.3717	hartree

Geometry (Å):
N: 0.746 0.132 -1.651
P: -0.168 -0.021 -0.384
N: 0.551 -0.210 1.180
Cl: -1.529 1.402 -0.103
Cl: -1.252 -1.726 0.033
H: 0.342 0.831 -2.428
H: 1.334 0.349 1.524
H: -0.024 -0.756 1.829

***

b.
Below is a cluster of 2 separate species, Cl2H3N2P in total, with properties calculated with wB97M-V/def2-TZVPD.

Values from the calculation:
charge	0
orbital gap	7.835	eV
HOMO	-0.3648	hartree

Geometry (Å):
N: -1.070 -0.072 -1.295
N: 0.943 0.949 0.024
P: -0.346 -0.013 0.081
Cl: -1.353 0.604 1.577
Cl: 1.002 -2.374 1.188
H: -2.039 -0.396 -1.253
H: 1.494 0.428 0.607
H: 1.369 0.874 -0.929

***

The data favor a; the next most stable structure lies 39.4 kcal/mol above it.

***

a.
Below is the molecule C2H2S2, with properties calculated with wB97M-V/def2-TZVPD.

Values from the calculation:
charge	0
orbital gap	8.433	eV
HOMO	-0.3030	hartree

Geometry (Å):
S: -2.352 -0.497 -0.136
C: -0.733 -0.335 -0.028
C: 0.823 -0.414 0.186
S: 2.433 -0.144 0.095
H: -2.735 0.525 0.689
H: 2.564 0.865 -0.807

***

b.
Below is the molecule C2H2S2, with properties calculated with wB97M-V/def2-TZVPD.

Values from the calculation:
charge	0
orbital gap	7.560	eV
HOMO	-0.3190	hartree

Geometry (Å):
C: 1.665 -1.128 0.161
C: -1.347 0.586 -0.044
S: 3.137 -0.862 -0.304
S: -0.126 -0.290 -0.718
H: -2.259 0.254 0.190
H: -1.070 1.440 0.715

***

The data favor b; the next most stable structure lies 24.0 kcal/mol above it.

***

a.
Below is a structure of composition CH3O3S, with properties calculated with wB97M-V/def2-TZVPD.

Values from the calculation:
charge	-1
orbital gap	3.760	eV
HOMO	-0.0478	hartree

Geometry (Å):
C: -1.166 -0.812 2.473
O: -2.370 -1.412 -4.007
O: -1.154 -0.663 3.656
O: -1.388 -1.195 1.408
S: -2.269 0.066 -3.454
H: -1.109 -2.864 1.181
H: -0.425 -3.284 1.202
H: -1.491 -0.332 -2.348

***

b.
Below is the ion CH3O3S with charge -1, with properties calculated with wB97M-V/def2-TZVPD.

Values from the calculation:
charge	-1
orbital gap	9.226	eV
HOMO	-0.1798	hartree

Geometry (Å):
C: -0.416 -0.969 0.088
S: 0.293 0.978 0.015
O: 1.556 0.843 -0.713
O: -0.708 1.787 -0.719
O: 0.494 1.251 1.455
H: 0.588 -1.331 -0.371
H: -0.659 -1.630 0.903
H: -1.148 -0.931 -0.659

***

The data favor b; the next most stable structure lies 52.8 kcal/mol above it.

***

a.
Below is a cluster of 2 separate species, C6H9O2 in total, with properties calculated with wB97M-V/def2-TZVPD.

Values from the calculation:
charge	-1
orbital gap	5.442	eV
HOMO	-0.0926	hartree

Geometry (Å):
O: -2.209 -0.392 1.056
C: -1.944 -0.158 -0.118
O: -2.359 -0.752 -1.110
C: -1.402 1.447 -0.449
C: -0.308 0.569 -0.487
C: 0.837 0.856 0.502
C: 2.217 -0.802 -0.571
C: 2.165 0.190 0.317
H: -2.016 1.668 -1.309
H: -1.566 1.912 0.514
H: 0.586 -2.505 1.395
H: -0.051 -0.009 -1.360
H: 0.396 0.618 1.480
H: 0.954 1.939 0.427
H: 1.264 -1.299 -0.862
H: 2.989 -1.507 -0.874
H: 0.446 -1.776 1.449

***

b.
Below is a cluster of 2 separate species, C6H9O2 in total, with properties calculated with wB97M-V/def2-TZVPD.

Values from the calculation:
charge	-1
orbital gap	6.980	eV
HOMO	-0.1422	hartree

Geometry (Å):
O: -1.933 -1.362 0.389
C: -2.110 -0.227 -0.101
O: -2.760 0.115 -1.121
C: -1.114 0.892 0.382
C: 0.310 0.623 -0.195
C: 1.463 0.412 0.862
C: 3.188 -0.846 -0.318
C: 2.797 0.389 0.115
H: -1.585 1.855 0.197
H: -1.019 0.737 1.457
H: 0.219 -0.245 -0.856
H: 0.625 1.550 -0.688
H: 1.220 -0.567 1.338
H: 1.362 1.160 1.641
H: 2.553 -1.742 -0.206
H: 4.243 -1.120 -0.308
H: 3.670 0.736 -1.170

***

The data favor b; the next most stable structure lies 37.9 kcal/mol above it.

***

a.
Below is a cluster of 2 separate species, CH3Br3Si in total, with properties calculated with wB97M-V/def2-TZVPD.

Values from the calculation:
charge	0
orbital gap	9.231	eV
HOMO	-0.3578	hartree

Geometry (Å):
C: -0.806 0.267 0.182
Si: 0.938 -0.288 0.076
Br: -1.424 1.409 1.536
Br: 1.473 -0.486 -2.048
Br: 1.175 -2.309 0.979
H: -1.380 1.076 -1.278
H: -1.526 -0.426 -0.116
H: 1.549 0.757 0.670

***

b.
Below is the molecule CH3Br3Si, with properties calculated with wB97M-V/def2-TZVPD.

Values from the calculation:
charge	0
orbital gap	10.806	eV
HOMO	-0.3807	hartree

Geometry (Å):
Br: 2.318 0.791 0.158
C: 0.820 -0.279 -0.521
Si: -0.726 0.113 0.508
Br: -2.219 -1.466 0.063
Br: -1.554 2.058 -0.124
H: 1.117 -1.322 -0.440
H: 0.708 -0.029 -1.574
H: -0.465 0.133 1.930

***

The data favor b; the next most stable structure lies 74.3 kcal/mol above it.

***

a.
Below is a cluster of 5 separate species, CH12O4S2 in total, with properties calculated with wB97M-V/def2-TZVPD.

Values from the calculation:
charge	0
orbital gap	8.799	eV
HOMO	-0.3109	hartree

Geometry (Å):
C: -1.595 0.197 -1.428
S: -2.018 1.882 -1.816
S: -0.714 3.081 -0.724
H: -1.411 -0.347 -2.365
H: -2.345 -0.359 -0.907
H: -0.675 0.170 -0.875
H: 0.553 2.769 -1.041
O: 1.156 -1.899 -0.554
H: 1.832 -2.557 -0.360
H: 0.491 -1.919 0.181
O: -0.499 -1.979 1.607
H: -0.123 -1.076 1.766
H: -0.076 -2.587 2.225
O: -0.007 0.597 1.772
H: -0.802 1.056 2.012
H: 0.621 1.023 1.154
O: 1.712 1.025 -0.237
H: 1.350 0.178 -0.563
H: 2.551 0.747 0.153

***

b.
Below is a cluster of 5 separate species, CH12O4S2 in total, with properties calculated with wB97M-V/def2-TZVPD.

Values from the calculation:
charge	0
orbital gap	9.556	eV
HOMO	-0.3342	hartree

Geometry (Å):
C: 2.333 -1.494 0.865
S: 1.626 -0.141 -0.109
S: 3.409 0.941 -0.472
H: 1.552 -1.927 1.495
H: 2.611 -2.325 0.217
H: 3.182 -1.253 1.492
H: 3.353 1.617 0.684
O: -1.509 -0.602 -1.959
H: -0.677 -0.926 -2.313
H: -1.426 -0.826 -1.011
O: -1.437 -1.417 0.671
H: -1.343 -0.620 1.189
H: -2.327 -1.764 0.888
O: -1.586 1.153 1.362
H: -1.546 1.850 2.023
H: -1.426 1.547 0.489
O: -1.287 2.283 -1.777
H: -2.202 2.557 -1.790
H: -1.299 1.347 -1.944

***

The data favor b; the next most stable structure lies 5.6 kcal/mol above it.

***

a.
Below is a cluster of 2 separate species, C8H15N3O2S in total, with properties calculated with wB97M-V/def2-TZVPD.

Values from the calculation:
charge	0
orbital gap	10.025	eV
HOMO	-0.3398	hartree

Geometry (Å):
C: 2.489 0.761 -1.118
C: 2.419 1.795 0.074
C: 2.900 -0.587 -0.785
C: 1.563 1.268 1.169
C: 1.130 -0.040 1.296
C: -2.766 -0.229 -1.591
C: -4.203 0.447 0.597
C: -2.783 0.085 -0.113
N: -0.805 2.911 -0.769
N: -1.401 2.027 -0.382
N: -1.870 1.141 0.254
O: 1.751 -2.469 0.809
O: 0.431 -1.349 -0.955
S: 1.451 -1.300 0.031
H: 1.420 0.670 -1.397
H: 3.189 1.220 -1.904
H: 3.487 2.050 0.267
H: 1.871 2.759 -0.260
H: 2.930 -0.988 -1.743
H: 3.880 -0.879 -0.235
H: 1.262 1.945 1.952
H: 0.638 -0.326 2.168
H: -1.922 -0.809 -2.017
H: -3.692 -0.735 -1.883
H: -2.795 0.707 -2.140
H: -4.065 0.410 1.702
H: -5.067 -0.086 0.314
H: -4.394 1.505 0.328
H: -2.351 -0.850 0.492

***

b.
Below is the molecule C8H15N3O2S, with properties calculated with wB97M-V/def2-TZVPD.

Values from the calculation:
charge	0
orbital gap (alpha / beta)	7.446 / 6.067	eV
HOMO (alpha / beta)	-0.2676 / -0.2414	hartree

Geometry (Å):
C: 1.359 -1.106 0.217
C: 2.759 -1.339 0.214
C: 1.142 2.334 0.315
C: -0.885 -0.167 0.234
C: -1.194 -2.644 -0.323
C: -3.062 0.976 -0.344
C: -1.486 -1.488 0.687
C: -1.601 1.082 0.121
N: 0.511 -0.073 0.113
N: 1.920 3.271 -0.305
N: 1.020 1.071 -0.432
O: 0.611 2.450 1.377
O: 5.275 -1.705 0.099
S: 4.310 -0.796 -0.501
H: 0.834 -1.908 0.616
H: 2.914 -2.283 0.792
H: -0.309 -3.252 -0.125
H: -1.043 -2.173 -1.314
H: -2.096 -3.287 -0.269
H: -3.338 1.697 -1.122
H: -3.770 1.080 0.562
H: -3.192 -0.055 -0.796
H: -1.290 -1.879 1.720
H: -2.545 -1.302 0.521
H: -1.606 1.647 1.018
H: -1.020 1.781 -0.665
H: 2.430 3.115 -1.259
H: 1.627 4.134 -0.003
H: 1.727 0.819 -1.147

***

The data favor a; the next most stable structure lies 9.0 kcal/mol above it.